ORCA calculation (wB97M-V/def2-TZVPD) on C22H21FN8OS in the gas phase.

Bonds (Å) are listed after each position.
CARTESIAN COORDINATES (ANGSTROEM)
1 N -1.25732 0.09778 3.01423  C2 1.348, H34 1.004, H35 1.004
2 C -0.57567 0.94505 2.21787  N1 1.348, N3 1.341, N33 1.325
3 N -1.23502 2.02598 1.77653  C2 1.341, C4 1.325
4 C -0.53850 2.79859 0.95569  N3 1.325, C5 1.491, N25 1.315
5 C -1.25790 3.90049 0.25417  C4 1.491, S6 1.849, H36 1.087, H37 1.087
6 S -2.26494 3.14913 -1.10224  C5 1.849, C7 1.748
7 C -1.20053 1.80969 -1.45858  S6 1.748, N8 1.302, N18 1.375
8 N -0.00899 1.90893 -1.97394  C7 1.302, N9 1.333
9 N 0.56413 0.70724 -1.91614  N8 1.333, C10 1.312
10 C -0.28368 -0.13345 -1.37247  N9 1.312, C11 1.450, N18 1.371
11 C 0.06161 -1.49391 -1.00690  C10 1.450, C12 1.395, C17 1.393
12 C 1.03751 -2.16616 -1.74260  C11 1.395, C13 1.382, H38 1.078
13 C 1.44987 -3.42934 -1.36285  C12 1.382, C14 1.386, H39 1.079
14 C 0.90540 -4.03884 -0.24388  C13 1.386, C15 1.383, H40 1.078
15 C -0.05210 -3.35162 0.48044  C14 1.383, F16 1.350, C17 1.380
16 F -0.57628 -3.92626 1.58406  C15 1.350
17 C -0.48848 -2.09145 0.12447  C11 1.393, C15 1.380, H41 1.078
18 N -1.45260 0.51550 -1.06953  C7 1.375, C10 1.371, C19 1.411
19 C -2.68756 -0.06712 -0.71353  N18 1.411, C20 1.388, C24 1.392
20 C -3.46094 0.45348 0.31474  C19 1.388, C21 1.384, H42 1.079
21 C -4.67276 -0.14308 0.61672  C20 1.384, C22 1.384, H43 1.079
22 C -5.11212 -1.24524 -0.09587  C21 1.384, C23 1.385, H44 1.079
23 C -4.33669 -1.75792 -1.12311  C22 1.385, C24 1.382, H45 1.079
24 C -3.12700 -1.17023 -1.43926  C19 1.392, C23 1.382, H46 1.080
25 N 0.72076 2.62042 0.62103  C4 1.315, C26 1.344
26 C 1.27369 1.47574 1.05733  N25 1.344, N27 1.333, N33 1.339
27 N 2.51124 1.18589 0.65616  C26 1.333, C28 1.448, C32 1.448
28 C 3.18417 1.97056 -0.35728  N27 1.448, C29 1.524, H47 1.096, H48 1.090
29 C 3.81122 1.02281 -1.37246  C28 1.524, O30 1.422, H49 1.098, H50 1.093
30 O 4.76457 0.14290 -0.79024  C29 1.422, C31 1.410
31 C 4.56322 -0.08843 0.58609  O30 1.410, C32 1.524, H51 1.093, H52 1.101
32 C 3.08784 -0.10518 0.96794  N27 1.448, C31 1.524, H53 1.093, H54 1.098
33 N 0.65273 0.60059 1.85833  C2 1.325, C26 1.339
34 H -0.74947 -0.64840 3.45493  N1 1.004
35 H -2.12467 0.41394 3.40935  N1 1.004
36 H -1.97712 4.40059 0.89784  C5 1.087
37 H -0.55019 4.59435 -0.19256  C5 1.087
38 H 1.46361 -1.67876 -2.60509  C12 1.078
39 H 2.20469 -3.94345 -1.93742  C13 1.079
40 H 1.21533 -5.02183 0.07290  C14 1.078
41 H -1.21764 -1.58668 0.73774  C17 1.078
42 H -3.10650 1.30059 0.88112  C20 1.079
43 H -5.27612 0.26014 1.41586  C21 1.079
44 H -6.05824 -1.70500 0.14630  C22 1.079
45 H -4.67553 -2.61472 -1.68540  C23 1.079
46 H -2.52060 -1.55787 -2.24511  C24 1.080
47 H 3.95037 2.60242 0.10715  C28 1.096
48 H 2.44287 2.60397 -0.84532  C28 1.090
49 H 3.00648 0.44441 -1.84528  C29 1.098
50 H 4.34155 1.58738 -2.14309  C29 1.093
51 H 5.02047 -1.05750 0.80172  C31 1.093
52 H 5.08272 0.67977 1.17951  C31 1.101
53 H 2.96420 -0.30018 2.03579  C32 1.093
54 H 2.56493 -0.89569 0.41419  C32 1.098

Values from the calculation:
Multiplicity = 1
Highest occupied orbital energy = -0.312 Eh
Net charge = 0
Energy = -1862.34767 Ha
SMILES = Nc1nc(CSc2nnc(-c3cccc(F)c3)n2-c2ccccc2)nc(N2CCOCC2)n1
Gap between HOMO and LUMO = 8.9 eV
Molecular weight = 464.53 g mol⁻¹